Model A:
Here is 8 unconnected molecules or ions with the total composition C24H32O24 from OMol25. Energies are from ωB97M-V/def2-TZVPD.

Last columns: bonded neighbours and bond lengths (Å).
Element x y z (Å)
1 O 1.393 0.260 -2.323  C2 1.205
2 C 0.620 -0.221 -1.532  O1 1.205, O3 1.327, O6 1.384
3 O -0.055 -1.350 -1.700  C2 1.327, C4 1.384
4 C -0.740 -1.756 -0.568  O3 1.384, C5 1.476, H7 1.090, H8 1.090
5 C -0.880 -0.501 0.194  C4 1.476, O6 1.434, H9 1.090, H10 1.090
6 O 0.008 0.411 -0.464  C2 1.384, C5 1.434
7 H -1.702 -2.220 -0.785  C4 1.090
8 H -0.144 -2.463 0.010  C4 1.090
9 H -0.598 -0.579 1.244  C5 1.090
10 H -1.842 0.010 0.151  C5 1.090
11 O -4.528 -4.298 0.256  C12 1.192
12 C -4.663 -3.313 0.914  O11 1.192, O13 1.376, O16 1.279
13 O -4.553 -2.016 0.469  C12 1.376, C14 1.405
14 C -4.677 -1.102 1.529  O13 1.405, C15 1.527, H17 1.090, H18 1.090
15 C -5.088 -2.054 2.650  C14 1.527, O16 1.412, H19 1.090, H20 1.090
16 O -4.781 -3.353 2.187  C12 1.279, C15 1.412
17 H -3.695 -0.645 1.650  C14 1.090
18 H -5.354 -0.266 1.355  C14 1.090
19 H -6.142 -1.883 2.868  C15 1.090
20 H -4.535 -1.772 3.546  C15 1.090
21 O -2.815 -3.629 -3.630  C22 1.268
22 C -2.757 -2.371 -3.779  O21 1.268, O23 1.297, O26 1.351
23 O -2.086 -1.723 -4.680  C22 1.297, C24 1.417
24 C -2.256 -0.329 -4.495  O23 1.417, C25 1.497, H27 1.090, H28 1.090
25 C -2.837 -0.220 -3.120  C24 1.497, O26 1.378, H29 1.090, H30 1.090
26 O -3.212 -1.515 -2.837  C22 1.351, C25 1.378
27 H -1.303 0.200 -4.475  C24 1.090
28 H -2.902 0.140 -5.237  C24 1.090
29 H -3.691 0.455 -3.182  C25 1.090
30 H -2.173 0.222 -2.377  C25 1.090
31 O -2.718 1.617 1.756  C32 1.233
32 C -1.820 2.454 1.631  O31 1.233, O33 1.377, O36 1.363
33 O -1.647 3.425 0.671  C32 1.377, C34 1.416
34 C -0.497 4.221 0.890  O33 1.416, C35 1.491, H37 1.090, H38 1.090
35 C 0.006 3.747 2.211  C34 1.491, O36 1.433, H39 1.090, H40 1.090
36 O -0.683 2.502 2.382  C32 1.363, C35 1.433
37 H 0.224 4.008 0.100  C34 1.090
38 H -0.675 5.296 0.879  C34 1.090
39 H -0.214 4.502 2.966  C35 1.090
40 H 1.057 3.506 2.052  C35 1.090
41 O -3.102 2.909 -4.547  C42 1.216
42 C -2.051 3.328 -4.102  O41 1.216, O43 1.388, O46 1.388
43 O -1.556 4.619 -4.226  C42 1.388, C44 1.427
44 C -0.201 4.579 -3.778  O43 1.427, C45 1.483, H47 1.090, H48 1.090
45 C 0.053 3.261 -3.149  C44 1.483, O46 1.446, H49 1.090, H50 1.090
46 O -1.133 2.498 -3.472  C42 1.388, C45 1.446
47 H 0.505 4.672 -4.603  C44 1.090
48 H -0.021 5.400 -3.084  C44 1.090
49 H 0.104 3.360 -2.064  C45 1.090
50 H 1.066 2.888 -3.303  C45 1.090
51 O 7.436 -1.573 -1.791  C52 1.220
52 C 6.260 -1.901 -1.778  O51 1.220, O53 1.344, O56 1.340
53 O 5.235 -1.091 -2.091  C52 1.344, C54 1.405
54 C 4.060 -1.846 -1.938  O53 1.405, C55 1.506, H57 1.090, H58 1.090
55 C 4.479 -3.293 -1.983  C54 1.506, O56 1.407, H59 1.090, H60 1.090
56 O 5.853 -3.175 -1.699  C52 1.340, C55 1.407
57 H 3.433 -1.641 -1.071  C54 1.090
58 H 3.567 -1.594 -2.876  C54 1.090
59 H 4.384 -3.754 -2.966  C55 1.090
60 H 4.099 -3.949 -1.200  C55 1.090
61 O -1.825 -1.382 3.132  C62 1.196
62 C -0.881 -1.480 3.860  O61 1.196, O63 1.378, O66 1.360
63 O -0.209 -0.408 4.404  C62 1.378, C64 1.366
64 C 0.958 -0.922 4.895  O63 1.366, C65 1.459, H67 1.090, H68 1.090
65 C 0.901 -2.379 4.957  C64 1.459, O66 1.409, H69 1.090, H70 1.090
66 O -0.141 -2.607 4.037  C62 1.360, C65 1.409
67 H 1.847 -0.561 4.379  C64 1.090
68 H 1.095 -0.711 5.956  C64 1.090
69 H 0.608 -2.801 5.918  C65 1.090
70 H 1.820 -2.743 4.498  C65 1.090
71 O 1.857 -1.256 1.388  C72 1.235
72 C 2.744 -0.455 1.700  O71 1.235, O73 1.268, O76 1.321
73 O 2.967 0.654 1.128  C72 1.268, C74 1.355
74 C 3.928 1.374 1.757  O73 1.355, C75 1.478, H77 1.090, H78 1.090
75 C 4.651 0.361 2.555  C74 1.478, O76 1.403, H79 1.090, H80 1.090
76 O 3.701 -0.670 2.585  C72 1.321, C75 1.403
77 H 4.630 2.044 1.261  C74 1.090
78 H 3.364 2.010 2.440  C74 1.090
79 H 4.947 0.772 3.520  C75 1.090
80 H 5.526 0.066 1.975  C75 1.090

Calculated values
Kohn-Sham gap = 9.6778 eV
HOMO = -9.950 eV
charge = 0
SMILES = O=C1OCCO1.O=C1OCCO1.O=C1OCCO1.O=C1OCCO1.O=C1OCCO1.O=C1OCCO1.O=C1OCCO1.O=C1OCCO1


Model B:
Here is 8 unconnected molecules or ions with the total composition C24H32O24 from OMol25. Energies are from ωB97M-V/def2-TZVPD.

Last columns: bonded neighbours and bond lengths (Å).
Element x y z (Å)
1 O 2.221 2.289 -1.712  C2 1.187
2 C 2.266 1.979 -2.858  O1 1.187, O3 1.348, O6 1.349
3 O 1.797 2.725 -3.878  C2 1.348, C4 1.443
4 C 1.773 1.908 -5.067  O3 1.443, C5 1.515, H7 1.092, H8 1.085
5 C 2.780 0.821 -4.751  C4 1.515, O6 1.439, H9 1.089, H10 1.088
6 O 2.798 0.826 -3.312  C2 1.349, C5 1.439
7 H 0.752 1.526 -5.143  C4 1.092
8 H 1.982 2.493 -5.956  C4 1.085
9 H 3.794 1.008 -5.103  C5 1.089
10 H 2.459 -0.159 -5.096  C5 1.088
11 O 0.687 -1.400 -2.460  C12 1.192
12 C 0.808 -2.392 -3.110  O11 1.192, O13 1.348, O16 1.347
13 O 0.399 -3.609 -2.699  C12 1.348, C14 1.433
14 C 0.752 -4.592 -3.679  O13 1.433, C15 1.532, H17 1.090, H18 1.086
15 C 1.051 -3.744 -4.920  C14 1.532, O16 1.439, H19 1.088, H20 1.083
16 O 1.327 -2.451 -4.351  C12 1.347, C15 1.439
17 H 1.622 -5.146 -3.330  C14 1.090
18 H -0.075 -5.280 -3.832  C14 1.086
19 H 0.159 -3.630 -5.533  C15 1.088
20 H 1.922 -4.113 -5.446  C15 1.083
21 O -2.680 5.476 0.768  C22 1.181
22 C -2.090 4.726 0.071  O21 1.181, O23 1.373, O26 1.360
23 O -1.060 5.098 -0.757  C22 1.373, C24 1.418
24 C -0.501 3.924 -1.323  O23 1.418, C25 1.526, H27 1.089, H28 1.092
25 C -1.652 2.930 -1.197  C24 1.526, O26 1.413, H29 1.087, H30 1.092
26 O -2.301 3.386 -0.028  C22 1.360, C25 1.413
27 H -0.151 3.979 -2.352  C24 1.089
28 H 0.359 3.628 -0.717  C24 1.092
29 H -1.285 1.912 -1.097  C25 1.087
30 H -2.327 3.008 -2.051  C25 1.092
31 O 8.041 -2.433 -1.993  C32 1.184
32 C 7.014 -1.850 -1.907  O31 1.184, O33 1.355, O36 1.350
33 O 6.890 -0.531 -1.623  C32 1.355, C34 1.418
34 C 5.525 -0.167 -1.506  O33 1.418, C35 1.541, H37 1.087, H38 1.086
35 C 4.758 -1.456 -1.860  C34 1.541, O36 1.435, H39 1.090, H40 1.089
36 O 5.802 -2.412 -2.098  C32 1.350, C35 1.435
37 H 5.284 0.139 -0.491  C34 1.087
38 H 5.294 0.621 -2.217  C34 1.086
39 H 4.173 -1.400 -2.779  C35 1.090
40 H 4.091 -1.819 -1.079  C35 1.089
41 O 0.126 0.418 3.585  C42 1.189
42 C 0.227 0.181 2.424  O41 1.189, O43 1.343, O46 1.350
43 O 1.151 0.723 1.613  C42 1.343, C44 1.434
44 C 0.964 0.264 0.267  O43 1.434, C45 1.547, H47 1.086, H48 1.082
45 C -0.201 -0.746 0.399  C44 1.547, O46 1.414, H49 1.087, H50 1.088
46 O -0.598 -0.650 1.752  C42 1.350, C45 1.414
47 H 0.617 1.132 -0.286  C44 1.086
48 H 1.848 -0.164 -0.189  C44 1.082
49 H 0.146 -1.741 0.133  C45 1.087
50 H -1.023 -0.495 -0.268  C45 1.088
51 O -5.833 2.872 1.143  C52 1.188
52 C -5.029 2.379 1.866  O51 1.188, O53 1.349, O56 1.346
53 O -4.682 1.075 1.844  C52 1.349, C54 1.437
54 C -3.666 0.802 2.822  O53 1.437, C55 1.543, H57 1.085, H58 1.084
55 C -3.506 2.151 3.552  C54 1.543, O56 1.434, H59 1.089, H60 1.088
56 O -4.339 3.050 2.807  C52 1.346, C55 1.434
57 H -4.067 0.057 3.503  C54 1.085
58 H -2.765 0.486 2.310  C54 1.084
59 H -2.504 2.574 3.491  C55 1.089
60 H -3.820 2.110 4.592  C55 1.088
61 O -3.796 -2.868 2.017  C62 1.183
62 C -3.209 -3.429 1.157  O61 1.183, O63 1.354, O66 1.358
63 O -1.864 -3.575 1.114  C62 1.354, C64 1.435
64 C -1.472 -4.284 -0.070  O63 1.435, C65 1.535, H67 1.081, H68 1.089
65 C -2.775 -4.330 -0.879  C64 1.535, O66 1.422, H69 1.088, H70 1.093
66 O -3.781 -4.024 0.079  C62 1.358, C65 1.422
67 H -0.690 -3.685 -0.516  C64 1.081
68 H -1.147 -5.294 0.176  C64 1.089
69 H -2.973 -5.311 -1.304  C65 1.088
70 H -2.798 -3.597 -1.689  C65 1.093
71 O -3.156 1.047 8.874  C72 1.184
72 C -2.317 1.315 8.083  O71 1.184, O73 1.363, O76 1.355
73 O -1.065 1.738 8.418  C72 1.363, C74 1.424
74 C -0.327 1.956 7.220  O73 1.424, C75 1.532, H77 1.086, H78 1.093
75 C -1.436 2.048 6.167  C74 1.532, O76 1.417, H79 1.086, H80 1.096
76 O -2.441 1.227 6.736  C72 1.355, C75 1.417
77 H 0.297 2.844 7.189  C74 1.086
78 H 0.272 1.060 7.040  C74 1.093
79 H -1.056 1.780 5.186  C75 1.086
80 H -1.775 3.089 6.111  C75 1.096

Calculated values
Kohn-Sham gap = 9.7150 eV
HOMO = -10.320 eV
charge = 0
SMILES = O=C1OCCO1.O=C1OCCO1.O=C1OCCO1.O=C1OCCO1.O=C1OCCO1.O=C1OCCO1.O=C1OCCO1.O=C1OCCO1


Structures ranked by computed energy, the most stable listed first: model B, model A.


Model A:
Here is 2 unconnected molecules or ions with the total composition CH3N4O from OMol25. Energies are from ωB97M-V/def2-TZVPD.

Last columns: bonded neighbours and bond lengths (Å).
Element x y z (Å)
1 C -1.603 -0.018 -1.007  O6 1.145
2 N 1.107 0.363 -2.071  N3 1.122
3 N 0.936 0.257 -0.968  N2 1.122, N4 1.204
4 N 1.155 0.355 0.212  N3 1.204, N5 1.405
5 N 0.293 -0.083 1.231  N4 1.405, H7 1.032, H8 1.001, H9 0.944
6 O -2.106 -0.249 -2.010  C1 1.145
7 H 0.276 -1.102 1.393  N5 1.032
8 H -0.664 0.207 1.171  N5 1.001
9 H 0.607 0.269 2.049  N5 0.944

Calculated values
Kohn-Sham gap = 10.9127 eV
HOMO = -15.970 eV
charge = +1


Model B:
Here is a gas-phase ion, CH3N4O (charge +1) from OMol25. Energies are from ωB97M-V/def2-TZVPD.

Last columns: bonded neighbours and bond lengths (Å).
Element x y z (Å)
1 N -1.046 0.636 0.211  C2 1.314, H7 0.991, H8 1.008
2 C 0.139 0.261 -0.213  N1 1.314, N3 1.367, N6 1.338
3 N 0.850 -0.874 0.058  C2 1.367, N4 1.255
4 N 1.827 -0.898 -0.730  N3 1.255, O5 1.407, H9 1.011
5 O 1.878 0.297 -1.469  N4 1.407, N6 1.269
6 N 0.805 0.909 -1.176  C2 1.338, O5 1.269
7 H -1.270 0.152 1.047  N1 0.991
8 H -1.204 1.588 -0.079  N1 1.008
9 H 2.571 -1.499 -1.059  N4 1.011

Calculated values
Kohn-Sham gap (alpha / beta) = 8.7250 / 8.7255 eV
HOMO (alpha / beta) = -15.379 / -15.379 eV
charge = +1
SMILES = Nc1n[nH+]on1


Structures ranked by computed energy, the most stable listed first: model A, model B.


Model A:
Here is 2 unconnected molecules or ions with the total composition CHF2O4S from OMol25. Energies are from ωB97M-V/def2-TZVPD.

Last columns: bonded neighbours and bond lengths (Å).
Element x y z (Å)
1 C -0.596 1.558 -0.087  O5 1.177, F6 1.393, F7 1.319
2 O 0.186 -1.666 -1.709  S8 1.488
3 O 2.024 -0.699 -0.342  S8 1.457
4 O 0.071 -1.836 0.873  S8 1.743, H9 1.016
5 O -0.100 2.353 -0.800  C1 1.177
6 F -1.797 0.883 -0.298  C1 1.393
7 F -0.348 1.501 1.207  C1 1.319
8 S 0.589 -0.896 -0.501  O2 1.488, O3 1.457, O4 1.743
9 H -0.029 -1.198 1.657  O4 1.016

Calculated values
Kohn-Sham gap = 7.7826 eV
HOMO = -4.048 eV
charge = -1


Model B:
Here is 2 unconnected molecules or ions with the total composition CHF2O4S from OMol25. Energies are from ωB97M-V/def2-TZVPD.

Last columns: bonded neighbours and bond lengths (Å).
Element x y z (Å)
1 C 1.816 -0.622 -0.240  O5 1.164, F6 1.342, F7 1.325
2 O -0.777 2.028 0.902  S8 1.443
3 O -2.050 1.152 -0.974  S8 1.472
4 O -1.451 -0.450 0.806  S8 1.773, H9 1.018
5 O 2.419 0.193 -0.812  C1 1.164
6 F 1.718 -0.711 1.095  C1 1.342
7 F 1.069 -1.604 -0.721  C1 1.325
8 S -0.891 0.979 -0.082  O2 1.443, O3 1.472, O4 1.773
9 H -1.853 -0.965 0.025  O4 1.018

Calculated values
Kohn-Sham gap = 7.5425 eV
HOMO = -3.938 eV
charge = -1


Structures ranked by computed energy, the most stable listed first: model B, model A.